Record 1
# C4H11N5

2 unconnected molecules or ions with the total composition C4H11N5 at a distorted geometry (wB97M-V/def2-TZVPD, the OMol25 dataset).

Calculated values
energy above the lowest of the compared OMol25 structures with the same formula, charge and spin	37.3	kcal/mol
net charge	0
E_LUMO	0.9	eV

CARTESIAN COORDINATES (ANGSTROEM)
C  0.170  1.029  1.294
C  0.054  1.033  -0.204
C  2.718  -0.867  -0.739
N  1.570  -1.146  -0.335
N  0.547  1.867  -1.024
H  1.278  2.445  -0.619
H  0.892  1.783  1.607
H  0.545  0.076  1.657
H  -0.805  1.207  1.744
H  3.351  -0.213  -0.128
H  3.190  -1.206  -1.664
C  -1.873  -0.545  -0.088
N  -1.511  -1.566  0.722
N  -0.746  0.012  -0.803
N  -3.067  -0.136  -0.171
H  -0.527  -1.761  0.840
H  -2.203  -1.949  1.341
H  0.585  -1.081  -0.983
H  -0.987  0.297  -1.748
H  -3.182  0.721  -0.700

Record 2
# C52H50N4O5PS2Ti

A molecular structure, C52H50N4O5PS2Ti at a distorted geometry (wB97M-V/def2-TZVPD, the OMol25 dataset).

Calculated values
2S+1	2
net charge	+2
E_LUMO (alpha / beta)	-5.3 / -5.5	eV

CARTESIAN COORDINATES (ANGSTROEM)
Ti  -0.028  -0.042  0.029
O  -3.632  -1.195  -1.368
C  -2.454  -0.967  -1.197
N  -1.748  -0.999  -0.023
C  -2.410  -1.172  1.167
O  -3.564  -1.501  1.331
C  -1.517  -0.820  2.308
C  -1.945  -1.017  3.617
C  -1.120  -0.647  4.662
C  0.122  -0.100  4.346
C  0.483  0.050  3.023
N  -0.315  -0.285  1.993
C  -1.556  -0.544  -2.311
C  -2.011  -0.505  -3.623
C  -1.126  -0.168  -4.627
C  0.197  0.109  -4.274
C  0.567  0.073  -2.947
N  -0.290  -0.236  -1.961
H  -2.918  -1.457  3.771
H  -1.421  -0.784  5.687
H  0.805  0.203  5.124
H  1.458  0.431  2.759
H  -3.042  -0.760  -3.812
H  -1.439  -0.140  -5.657
H  0.929  0.346  -5.029
H  1.593  0.270  -2.647
O  0.462  1.762  -0.551
S  -0.528  2.636  -1.315
C  -0.719  4.096  -0.217
C  -2.041  4.811  -0.463
C  -3.245  4.234  0.289
C  -3.911  3.036  -0.371
S  -3.333  1.383  0.206
O  -1.830  1.555  0.373
C  -3.969  1.471  1.874
C  -5.269  1.033  2.072
C  -5.775  0.997  3.359
C  -4.981  1.395  4.426
C  -3.676  1.813  4.216
C  -3.160  1.841  2.931
C  0.580  3.375  -2.551
C  1.828  3.874  -2.209
C  2.676  4.339  -3.199
C  2.269  4.322  -4.523
C  1.016  3.841  -4.864
C  0.171  3.355  -3.877
H  0.123  4.757  -0.395
H  -0.664  3.689  0.790
H  -2.254  4.835  -1.533
H  -1.921  5.846  -0.140
H  -3.993  5.026  0.369
H  -2.950  3.981  1.311
H  -3.770  3.032  -1.452
H  -4.978  3.021  -0.162
H  -5.858  0.712  1.228
H  -6.782  0.651  3.533
H  -5.377  1.368  5.430
H  -3.060  2.112  5.051
H  -2.136  2.137  2.743
H  2.133  3.910  -1.173
H  3.647  4.730  -2.931
H  2.927  4.703  -5.288
H  0.694  3.851  -5.893
H  -0.807  2.973  -4.131
C  4.146  1.280  2.360
C  3.484  2.087  1.243
C  2.229  2.817  1.738
C  3.166  1.221  -0.006
C  4.445  0.642  -0.635
O  4.472  -0.681  -0.122
C  3.265  -0.946  0.377
N  2.397  0.011  0.358
C  3.183  -2.297  0.939
C  4.301  -2.752  1.640
C  4.335  -4.041  2.138
C  3.278  -4.904  1.895
C  2.174  -4.466  1.183
C  2.100  -3.155  0.725
P  0.622  -2.543  -0.151
C  0.997  -2.933  -1.896
C  2.305  -2.907  -2.377
C  2.550  -3.062  -3.730
C  1.499  -3.242  -4.614
C  0.196  -3.264  -4.144
C  -0.059  -3.099  -2.795
C  -0.568  -3.803  0.428
C  -0.897  -3.737  1.785
C  -1.777  -4.647  2.335
C  -2.317  -5.652  1.545
C  -1.964  -5.745  0.209
C  -1.092  -4.827  -0.351
H  4.378  1.936  3.193
H  5.077  0.830  2.028
H  3.500  0.485  2.724
H  4.213  2.832  0.907
H  1.336  2.231  1.511
H  2.136  3.788  1.257
H  2.286  2.983  2.809
H  2.604  1.823  -0.718
H  5.362  1.157  -0.343
H  4.388  0.591  -1.730
H  5.138  -2.089  1.800
H  5.195  -4.379  2.695
H  3.309  -5.921  2.252
H  1.366  -5.151  0.972
H  3.137  -2.783  -1.696
H  3.566  -3.047  -4.095
H  1.695  -3.362  -5.667
H  -0.626  -3.409  -4.829
H  -1.081  -3.090  -2.439
H  -0.415  -2.998  2.415
H  -2.035  -4.584  3.381
H  -2.995  -6.372  1.973
H  -2.361  -6.540  -0.404
H  -0.799  -4.941  -1.383

Record 3
# H20O10

10 unconnected molecules or ions with the total composition H20O10 at a distorted geometry (wB97M-V/def2-TZVPD, the OMol25 dataset).

Calculated values
energy above the lowest of the compared OMol25 structures with the same formula, charge and spin	78.3	kcal/mol
net charge	0
E_LUMO	-0.2	eV

CARTESIAN COORDINATES (ANGSTROEM)
O  2.086  -1.866  -0.479
H  1.760  -2.303  -1.289
H  1.439  -1.162  -0.286
O  -0.839  3.128  -0.849
H  -0.658  3.046  0.101
H  -1.790  3.262  -0.903
O  2.979  2.326  0.207
H  2.389  2.283  -0.554
H  2.577  1.728  0.869
O  0.541  -2.905  -2.467
H  0.774  -3.128  -3.375
H  -0.226  -2.332  -2.544
O  1.522  0.920  1.997
H  1.980  1.556  2.567
H  1.870  0.058  2.275
O  -0.515  2.826  1.983
H  0.401  2.525  2.094
H  -0.904  2.766  2.861
O  0.155  0.117  -3.876
H  -0.560  -0.280  -3.373
H  0.323  -0.499  -4.597
O  -0.134  -0.397  0.153
H  -0.946  -0.220  -0.331
H  -0.021  0.377  0.725
O  -2.132  -0.759  2.766
H  -1.540  -0.822  3.522
H  -1.633  -1.147  2.034
O  -2.645  -3.006  0.481
H  -3.014  -2.334  -0.100
H  -3.239  -3.758  0.388

Record 4
# C5H12ClNS2

A single C5H12ClNS2 molecule at a distorted geometry (wB97M-V/def2-TZVPD, the OMol25 dataset).

Calculated values
energy above the lowest of the compared OMol25 structures with the same formula, charge and spin	0.0	kcal/mol
net charge	0
E_LUMO	0.7	eV

CARTESIAN COORDINATES (ANGSTROEM)
C  -2.042  -1.195  -0.220
C  -2.468  0.265  -0.104
C  -1.289  1.233  -0.055
C  1.967  -0.729  1.218
C  2.532  0.317  0.289
H  -1.346  -1.456  0.586
H  -2.912  -1.853  -0.157
H  -1.540  -1.381  -1.176
H  -2.995  0.406  0.848
H  -2.931  0.561  -2.417
H  -0.630  0.977  0.779
H  -1.634  2.262  0.056
H  1.773  -0.275  2.193
H  1.007  -1.077  0.825
H  2.632  -1.590  1.349
H  4.176  0.690  -0.850
H  4.229  -0.821  0.005
N  3.739  0.031  -0.220
S  -3.717  0.738  -1.344
S  1.723  1.711  -0.076
Cl  -0.276  1.184  -1.532

Record 5
# C3H3ClOS

A single C3H3ClOS molecule at a distorted geometry (wB97M-V/def2-TZVPD, the OMol25 dataset).

Calculated values
energy above the lowest of the compared OMol25 structures with the same formula, charge and spin	16.7	kcal/mol
net charge	0
E_LUMO	-1.9	eV

CARTESIAN COORDINATES (ANGSTROEM)
C  -0.716  -0.775  0.518
C  0.480  -0.202  -0.125
C  0.679  1.231  -0.459
H  -0.588  -1.871  0.771
H  -1.051  -0.220  1.389
H  1.561  1.399  -1.112
O  -0.013  2.140  -0.053
S  1.837  -1.104  -0.378
Cl  -2.191  -0.598  -0.551

Q: Which formula does entry 4 have?
A: C5H12ClNS2